No. 1
A cluster of 2 separate species, C3H10N2 in total at a distorted geometry. Source: OMol25; level of theory: the ωB97M-V functional and the def2-TZVPD basis.

Properties
HOMO = -9.3 eV
SMILES = C=C.NCN
Calculated total energy = -6251.7703 eV
HOMO-LUMO gap = 10.357 eV
Energy relative to the best compared isomer or geometry (same formula, charge and spin) = 159.97 kJ/mol

Element x y z (Å)
H 0.18729 -0.53923 2.98169
H -0.50047 2.82939 -2.75389
N -0.00889 -1.30556 2.34518
H -2.08452 1.33768 -1.75763
H -0.81305 -1.30264 0.38768
H 1.87089 -1.54834 0.43662
H -0.94775 -1.57765 2.62412
C -1.05302 1.02728 -1.89646
H 1.75587 0.05940 0.58630
C -0.17574 1.99217 -2.14637
N 1.24103 -0.76841 0.32409
H -0.76168 0.03193 -1.60115
H -0.32899 0.27061 1.03389
H 0.88306 1.91810 -1.94907
C -0.04182 -0.78107 0.95458

Atomic forces in eV per Å
0.34 -0.03 -0.07
-0.07 0.62 0.81
-0.46 -0.13 -0.05
-0.26 -0.52 -0.96
0.22 -0.24 -0.03
-0.51 -0.41 0.25
0.02 -0.25 -0.15
0.06 0.56 0.88
0.01 0.00 -0.04
0.01 -0.28 -0.83
0.48 0.56 -0.70
0.08 0.03 0.46
-0.26 0.00 -0.56
0.20 -0.38 -0.42
0.16 0.48 1.39

Mulliken atomic charge list, values in e, 5 entries:
1 H 0.2297
2 H 0.2492
3 N -0.6538
4 H 0.2340
5 H 0.3214

No. 2
A cluster of 2 separate species, C3H10N2 in total at a distorted geometry. Source: OMol25; level of theory: the ωB97M-V functional and the def2-TZVPD basis.

Properties
HOMO (spin up / spin down) = -14.2 / -14.2 eV
2S+1 = 2
Charge = +1
Calculated total energy = -6239.8525 eV
HOMO-LUMO gap (spin up / spin down) = 6.518 / 6.526 eV
Energy relative to the best compared isomer or geometry (same formula, charge and spin) = 480.22 kJ/mol

Element x y z (Å)
H 0.13214 0.40675 1.29848
C -1.39143 0.08152 -0.05459
C -0.02783 0.85842 0.22265
N -1.30665 -1.29752 0.21598
C 1.13631 0.46621 -0.71468
H 2.06600 -1.06291 0.35841
H -2.17874 -1.76348 -0.01285
H 0.54840 0.06225 2.00137
H 0.69883 -1.50058 -0.35264
H 2.03310 1.06289 -0.51692
H -1.65785 0.39815 -1.06357
H -0.36582 1.90678 0.20075
H 0.81588 0.68633 -1.72586
N 1.53412 -0.93692 -0.50142
H -2.03646 0.63209 0.64488

Atomic forces in eV per Å
0.68 -0.99 2.69
1.60 0.88 1.74
-1.79 0.36 -4.96
-0.11 0.25 0.14
1.24 -1.15 2.94
0.37 0.27 -0.30
-0.25 -0.16 -0.17
-0.44 0.57 -1.38
0.22 -0.19 -0.37
-0.31 0.22 -0.18
-0.11 -0.08 -0.33
0.88 0.00 0.83
-0.37 -0.03 -0.32
-0.86 0.58 -0.14
-0.77 -0.54 -0.17

Mulliken atomic charge list, values in e, 5 entries:
1 H -0.6019
2 C -0.4087
3 C 0.0392
4 N -0.4680
5 C -0.4966

No. 3
A cluster of 2 separate species, C3H10N2O in total at a distorted geometry. Source: OMol25; level of theory: the ωB97M-V functional and the def2-TZVPD basis.

Properties
HOMO = -8.9 eV
SMILES = CC/N=C\N.O
Calculated total energy = -8299.1925 eV
HOMO-LUMO gap = 9.744 eV
Energy relative to the best compared isomer or geometry (same formula, charge and spin) = 223.03 kJ/mol

Element x y z (Å)
O -3.92052 -2.30802 -1.19271
N 1.86892 1.51364 2.20744
C 0.42604 0.68653 -0.39125
H 2.02507 -0.70207 2.31678
H -2.93500 -2.30544 -1.23794
H -0.46226 1.40066 -0.10333
H -0.46102 0.37475 -2.08742
C 1.46693 0.21132 1.78991
H -4.10369 -1.42736 -1.49177
C -0.08602 -0.32780 -1.38347
H 1.89175 2.23586 1.53234
H -0.99584 -0.81557 -0.92184
H 0.47218 -1.05361 -1.92733
H 1.42146 1.14342 -0.75267
N 0.67292 -0.12842 0.86954
H 2.71909 1.50211 2.77373

Atomic forces in eV per Å
1.57 -0.43 0.06
0.63 -2.14 0.61
0.14 -0.51 2.88
-1.55 2.24 -0.24
-1.04 -0.34 0.18
1.96 -0.74 -1.10
-0.79 0.12 -1.56
1.25 -0.72 0.63
-0.52 0.77 -0.24
-2.65 0.98 0.51
-0.23 0.64 -0.81
1.06 0.34 -0.48
1.16 -0.38 0.29
-1.70 -0.10 0.68
1.18 0.23 -1.11
-0.47 0.04 -0.29

Mulliken atomic charge list, values in e, 5 entries:
1 O -0.6491
2 N -0.4613
3 C -0.2735
4 H 0.2300
5 H 0.3411

No. 4
A cluster of 2 separate species, C3H10N2O in total at a distorted geometry. Source: OMol25; level of theory: the ωB97M-V functional and the def2-TZVPD basis.

Properties
HOMO = -8.7 eV
SMILES = CC/N=C\N.O
Calculated total energy = -8299.9753 eV
HOMO-LUMO gap = 9.710 eV
Energy relative to the best compared isomer or geometry (same formula, charge and spin) = 147.50 kJ/mol

Element x y z (Å)
H 0.60420 -1.08207 -0.66898
H -0.92258 0.77712 -2.65506
N -0.64083 -1.27423 1.80973
H -1.06972 -1.36170 -1.14471
O 1.74615 1.32507 1.24416
N -0.72071 0.42991 0.08768
H 1.09899 1.43049 0.56569
H 0.08961 -1.79972 1.27246
H 0.42051 -0.48098 -2.92775
H -0.45622 -1.34834 2.81718
H 2.05603 2.16073 1.61700
C -0.32173 -0.50879 -1.02410
C -1.02495 -0.03217 1.27945
C -0.00994 0.27523 -2.27504
H 0.73837 1.05763 -2.02001
H -1.58717 0.43185 2.02231

Atomic forces in eV per Å
-0.68 0.70 -0.68
0.61 -0.45 -0.06
1.05 -0.70 -1.03
0.49 1.36 -0.03
1.45 -0.45 1.28
-2.20 -1.24 1.17
-0.93 0.63 -0.57
-1.11 0.85 0.70
-0.05 0.48 -0.72
-0.46 0.36 -0.79
-0.44 -0.14 -0.56
0.72 -0.97 2.79
2.79 -1.96 -2.62
-0.10 0.15 0.66
-0.40 -0.54 -0.35
-0.75 1.93 0.80

Mulliken atomic charge list, values in e, 5 entries:
1 H 0.2093
2 H 0.2987
3 N -0.5028
4 H 0.4024
5 O -0.6494

No. 5
A cluster of 2 separate species, C3H10N2O in total at a distorted geometry. Source: OMol25; level of theory: the ωB97M-V functional and the def2-TZVPD basis.

Properties
HOMO = -7.5 eV
SMILES = C/C(N)=C/N.O
Calculated total energy = -8300.1217 eV
HOMO-LUMO gap = 7.972 eV
Energy relative to the best compared isomer or geometry (same formula, charge and spin) = 133.38 kJ/mol

Element x y z (Å)
H -2.25605 -0.57226 0.31309
H -2.65612 1.13251 0.60704
H 1.58255 2.30543 1.04113
H 1.91001 -4.56146 0.61556
H -0.72975 2.46317 0.97565
H -2.85454 0.54884 -0.97789
C -0.78883 0.80246 -0.34084
C -2.22581 0.43447 -0.09960
C -0.22632 1.87907 0.21919
H 0.72270 0.46995 -1.65332
N 1.17533 2.18784 0.12208
O 2.77690 -4.24258 0.89608
H 1.66666 1.38383 -0.25442
H 2.51921 -3.60875 1.57568
N -0.22388 0.17895 -1.47642
H -0.39208 -0.80146 -1.56302

Atomic forces in eV per Å
-0.38 -0.14 -0.08
0.00 -0.04 0.49
-0.19 0.29 0.09
0.21 -0.20 -0.21
-0.27 -0.06 -0.10
0.14 -0.42 -0.36
-0.90 1.01 -1.24
0.34 0.49 0.27
1.03 -0.76 1.13
0.09 -0.37 -0.27
-0.21 -0.21 -0.44
-0.55 0.14 0.15
0.09 0.13 -0.13
0.34 0.06 0.06
0.12 0.54 0.66
0.13 -0.46 -0.02

Mulliken atomic charge list, values in e, 5 entries:
1 H 0.3219
2 H 0.2924
3 H 0.2525
4 H 0.3178
5 H 0.2815

No. 6
A cluster of 2 separate species, C3H10N2O in total at a distorted geometry. Source: OMol25; level of theory: the ωB97M-V functional and the def2-TZVPD basis.

Properties
HOMO = -8.5 eV
SMILES = C=CN.NCO
Calculated total energy = -8298.4411 eV
HOMO-LUMO gap = 9.457 eV
Energy relative to the best compared isomer or geometry (same formula, charge and spin) = 295.52 kJ/mol

Element x y z (Å)
H 1.28988 -2.11524 -1.64797
N 0.25973 -1.96705 -1.57684
H -0.76522 -1.22406 -4.36206
H -1.31959 -1.11569 -2.45562
C 0.24850 1.18364 1.62173
H 0.70830 0.90647 4.27336
H -0.55535 2.99036 2.49995
C -0.22324 -1.01798 -2.44970
H 0.52999 0.15727 1.76621
H -0.06485 -1.82168 -0.65781
H 0.18419 1.44681 0.61699
O 0.15828 -1.22124 -3.88545
N -0.10829 1.50098 4.02688
C -0.29632 1.90266 2.70144
H 0.01860 0.03331 -2.12738
H -0.72595 1.36493 4.78681

Atomic forces in eV per Å
-1.29 0.37 0.42
2.64 -2.42 -0.72
2.99 -0.08 1.25
0.15 0.32 0.30
-2.01 0.79 4.01
-0.85 0.66 -1.11
-0.29 -1.52 0.49
-1.58 2.13 -2.30
0.32 -0.31 0.36
-0.10 0.10 1.11
-0.03 1.11 -1.34
-2.89 0.17 0.75
2.35 -0.96 0.45
1.98 -0.45 -2.80
0.07 -0.57 -0.79
-1.47 0.68 -0.07

Mulliken atomic charge list, values in e, 5 entries:
1 H 0.2270
2 N -0.5139
3 H 0.3261
4 H 0.2429
5 C -0.8189

No. 7
A structure of composition C3H10N2O at a distorted geometry. Source: OMol25; level of theory: the ωB97M-V functional and the def2-TZVPD basis.

Properties
HOMO = -9.7 eV
Calculated total energy = -8296.9152 eV
HOMO-LUMO gap = 10.642 eV
Energy relative to the best compared isomer or geometry (same formula, charge and spin) = 442.76 kJ/mol

Element x y z (Å)
C -0.93967 0.85611 0.80358
H -0.03768 -0.10844 -1.04403
N -2.00188 1.05740 -0.20019
N 0.08313 -1.11154 -0.44843
H -0.10681 1.45428 0.43659
H -1.68223 0.75745 -1.10704
H -2.87004 0.54612 -0.07809
C -0.38565 -0.57183 0.84819
H 1.52627 -0.97276 -1.84161
H -1.39315 1.23451 1.71472
H 0.28615 -0.90196 1.65255
O 1.78642 0.45261 -0.41324
H -1.16960 -1.21023 1.28915
H 2.74038 -1.78290 0.98134
H 3.01254 -1.80771 0.29153
C 1.21457 -0.49535 -0.90175

Atomic forces in eV per Å
-0.11 -0.02 -1.13
-2.85 -2.02 0.00
0.05 -0.10 -0.34
-2.01 2.39 -0.23
-0.12 0.57 0.58
-0.01 0.21 -0.42
0.21 -0.12 0.60
-1.09 -1.75 2.11
0.20 0.15 -0.20
0.67 -0.24 0.44
1.05 1.31 -0.31
0.69 0.26 0.13
-0.63 -0.10 -1.28
0.06 -0.09 -0.02
0.07 -0.09 0.14
3.82 -0.34 -0.08

Mulliken atomic charge list, values in e, 5 entries:
1 C -0.7438
2 H 0.0894
3 N -0.5456
4 N -0.3478
5 H 0.4089

No. 8
The molecule C3H10N2O at a distorted geometry. Source: OMol25; level of theory: the ωB97M-V functional and the def2-TZVPD basis.

Properties
HOMO = -9.1 eV
SMILES = NC[C@@H](N)CO
Calculated total energy = -8300.1774 eV
HOMO-LUMO gap = 9.985 eV
Energy relative to the best compared isomer or geometry (same formula, charge and spin) = 128.01 kJ/mol

Element x y z (Å)
H 0.14865 1.46966 -1.03249
H 1.65605 0.37934 1.89865
H -0.55813 -0.36353 1.35740
H -1.88460 -1.37282 -0.97789
H 1.95354 0.65252 0.36154
H -1.35038 1.12396 -0.24830
C 0.14777 -0.12820 0.55837
H 0.30480 -2.19550 -0.01882
C -0.27179 1.20274 -0.06519
H -0.83834 2.28145 1.49654
N -1.00436 -1.13615 -1.42713
O -0.12241 2.28659 0.86057
H 1.07070 -1.12757 -1.03660
H -0.94349 -1.79788 -2.19424
N 1.58180 -0.04404 0.98360
C 0.11020 -1.23057 -0.51600

Atomic forces in eV per Å
0.60 -0.12 0.22
-0.10 0.03 0.14
0.35 0.04 0.33
0.11 0.14 0.17
0.58 0.19 -0.21
0.08 -0.07 -0.39
1.12 0.28 -1.31
-0.64 -0.02 0.09
-2.28 0.07 1.07
-0.14 -0.16 -0.03
-0.65 -0.33 -0.29
0.85 0.22 -0.34
-0.37 0.33 -0.47
0.31 0.11 0.07
-1.14 -0.43 0.39
1.31 -0.27 0.56

Mulliken atomic charge list, values in e, 5 entries:
1 H 0.3790
2 H 0.2664
3 H 0.4088
4 H 0.1992
5 H 0.3006

No. 9
The molecule C3H10N2O at a distorted geometry. Source: OMol25; level of theory: the ωB97M-V functional and the def2-TZVPD basis.

Properties
HOMO = -9.1 eV
SMILES = NCCNCO
Calculated total energy = -8300.2570 eV
HOMO-LUMO gap = 10.056 eV
Energy relative to the best compared isomer or geometry (same formula, charge and spin) = 120.32 kJ/mol

Element x y z (Å)
H 0.31552 -1.62017 -1.36780
C 0.50012 0.99281 -0.01887
H -2.59900 0.85430 1.59285
H -0.31254 -0.44412 1.91192
N -0.88562 0.56250 0.19393
H 2.29755 0.45536 -1.05418
H -1.28368 0.28716 -0.69428
O -2.29507 0.01375 1.99280
N 1.12302 -1.25078 -0.89105
H 1.95986 -1.72714 -1.22529
C -1.15487 -0.37687 1.22204
H 1.02961 0.87422 0.93351
H 0.91125 0.50796 -2.10607
C 1.23283 0.21362 -1.09704
H 0.50609 2.06016 -0.28427
H -1.34508 -1.40277 0.89180

Atomic forces in eV per Å
0.01 -0.18 -0.08
-0.19 0.13 0.23
0.30 -0.62 0.37
0.17 0.15 -0.10
0.40 0.31 -0.74
-0.05 0.16 0.06
-0.20 0.01 0.08
-0.33 0.65 -0.46
0.38 0.52 0.12
-0.46 0.13 0.01
-0.21 -0.53 0.93
-0.08 0.08 -0.17
-0.18 0.07 0.14
0.42 -0.76 -0.20
0.07 -0.18 0.09
-0.05 0.06 -0.30

Mulliken atomic charge list, values in e, 5 entries:
1 H 0.2082
2 C -0.6472
3 H 0.2917
4 H 0.2448
5 N -0.3143

No. 10
The molecule C3H10N2O at a distorted geometry. Source: OMol25; level of theory: the ωB97M-V functional and the def2-TZVPD basis.

Properties
HOMO = -9.0 eV
SMILES = CN[C@H](N)OC
Calculated total energy = -8300.1921 eV
HOMO-LUMO gap = 10.013 eV
Energy relative to the best compared isomer or geometry (same formula, charge and spin) = 126.58 kJ/mol

Element x y z (Å)
C 1.67716 -1.33797 -0.07280
H -3.20804 0.16913 -0.08433
O 0.53748 -0.58617 -0.60603
C -2.21792 -0.17053 0.21884
N 0.97965 1.67866 0.01728
H 0.80885 2.17351 -0.84954
H 0.19123 0.24510 1.25992
C 0.17021 0.52607 0.19433
H 1.97142 1.47832 0.04657
H -2.02965 -1.15392 -0.22920
N -1.24729 0.83765 -0.16188
H 1.73009 -2.24528 -0.66988
H 2.59958 -0.75861 -0.19004
H 1.53886 -1.58873 0.98458
H -1.29922 1.00714 -1.16201
H -2.20240 -0.27440 1.30420

Atomic forces in eV per Å
-0.98 0.84 -0.67
0.00 -0.03 0.07
1.28 -1.07 0.73
0.25 -0.17 -0.01
0.41 0.66 -0.11
-0.23 -0.16 -0.02
0.00 -0.10 -0.22
-2.15 -0.07 -0.43
-0.07 -0.15 0.15
-0.03 0.00 0.04
1.52 0.38 0.37
0.09 0.02 0.07
-0.01 -0.12 0.01
-0.11 0.05 -0.10
0.15 -0.04 0.09
-0.11 -0.04 0.02

Mulliken atomic charge list, values in e, 5 entries:
1 C -0.6869
2 H 0.3204
3 O -0.3578
4 C -0.8246
5 N -0.5829

No. 11
A cluster of 2 separate species, C3H10N2O in total at a distorted geometry. Source: OMol25; level of theory: the ωB97M-V functional and the def2-TZVPD basis.

Properties
HOMO (spin up / spin down) = -14.9 / -14.9 eV
2S+1 = 2
Charge = +1
Calculated total energy = -8290.2427 eV
HOMO-LUMO gap (spin up / spin down) = 9.812 / 6.503 eV
Energy relative to the best compared isomer or geometry (same formula, charge and spin) = 326.77 kJ/mol

Element x y z (Å)
H -1.02828 -0.33815 2.59618
C -0.69812 1.05782 0.88533
C -0.27770 -0.08332 1.90572
H 0.12525 1.81604 0.87648
H -1.09894 -0.85782 -3.33434
N -1.03810 0.62861 -0.45540
H 0.07522 -0.90598 1.38770
H 0.08341 -1.13060 -1.36003
H 0.50545 0.33634 2.55011
H -1.47601 1.39830 -0.99765
N -1.01648 -0.05775 -2.68411
H 2.17193 -0.92315 0.67364
O 3.00075 -0.82321 1.04577
H 3.08010 -1.56916 1.63570
C -0.76795 -0.41947 -1.43151
H -1.59948 1.43363 1.42534

Atomic forces in eV per Å
-1.39 -0.46 0.37
-0.03 -1.86 2.94
0.84 2.85 -0.44
-0.80 -0.33 -0.60
0.69 0.29 0.26
0.40 -0.71 -3.57
0.79 -1.84 -0.73
-1.24 -0.34 1.21
0.12 -0.24 -0.42
-0.07 -0.57 0.32
-1.73 -0.35 1.39
-2.50 -0.28 -1.24
2.28 0.58 0.91
0.29 -0.33 0.35
1.89 3.03 0.52
0.46 0.57 -1.26

Mulliken atomic charge list, values in e, 5 entries:
1 H 0.3554
2 C -0.1469
3 C -1.0712
4 H 0.3053
5 H 0.3328

No. 12
A cluster of 2 separate species, C3H10N2O in total at a distorted geometry. Source: OMol25; level of theory: the ωB97M-V functional and the def2-TZVPD basis.

Properties
HOMO (spin up / spin down) = -14.3 / -13.5 eV
2S+1 = 2
Charge = +1
Calculated total energy = -8290.5322 eV
HOMO-LUMO gap (spin up / spin down) = 10.860 / 4.342 eV
Energy relative to the best compared isomer or geometry (same formula, charge and spin) = 298.85 kJ/mol

Element x y z (Å)
H 2.65722 0.17098 -1.86885
H -2.59303 0.55509 2.00982
H 1.53628 -0.98039 -2.55645
H 0.94968 0.55523 -2.40266
H 1.28840 -1.85466 0.99255
H 1.48397 -2.50507 -0.68244
N 1.02508 -0.55883 -0.59104
H 0.10669 -0.78597 -0.92694
H -0.07314 0.30248 0.51755
O -2.43260 1.21551 0.13368
N -0.60841 0.69068 1.39655
C 1.60365 -0.11544 -1.87034
H 2.83223 -1.46987 -0.09674
H -0.12301 0.43983 2.28542
C -1.91796 0.90618 1.20275
C 1.72745 -1.63651 0.00438

Atomic forces in eV per Å
-0.30 0.22 0.45
0.33 0.75 0.39
0.14 -0.32 0.37
-0.08 0.87 0.34
0.72 -0.07 -0.28
0.22 0.43 0.79
0.84 -0.06 -3.54
-1.30 -0.20 0.93
-1.25 1.80 2.33
1.05 -0.31 1.18
3.34 -1.61 -0.98
0.32 0.00 -0.45
-1.08 -0.13 0.74
-1.31 0.37 -0.91
-2.13 -0.66 -1.46
0.51 -1.07 0.12

Mulliken atomic charge list, values in e, 5 entries:
1 H 0.3446
2 H 0.3343
3 H 0.3896
4 H 0.3698
5 H 0.3407